Computed, not measured: a structure of composition C5H20F2FeN11O9S2 at a distorted geometry, with ωB97M-V with the def2-TZVPD basis set.

Geometry as XYZ:
```
50
Properties=species:S:1:pos:R:3:forces:R:3
Fe -0.290 0.177 -0.270 0.722 0.848 0.495
N -0.887 -1.295 -1.341 -0.789 3.095 5.440
S -0.519 -2.070 -2.599 1.911 -3.537 -8.040
O -1.362 -1.785 -3.730 -0.680 0.153 0.877
O 0.305 -3.262 -2.687 0.716 -0.182 0.926
F 0.739 -1.086 -3.084 0.308 1.076 0.833
S -1.603 -2.749 -0.797 -3.197 -3.024 -3.161
O -0.689 -3.621 -0.085 0.108 0.686 1.177
O -2.754 -3.330 -1.557 1.463 1.490 2.393
F -2.411 -2.009 0.418 0.222 0.091 0.032
C -3.122 1.015 0.807 -0.015 1.033 -1.458
O -2.095 1.213 0.172 2.978 -0.593 -1.528
N -4.292 1.095 0.263 -3.488 0.434 -2.679
N -3.231 0.912 2.062 0.404 -1.012 6.779
H -5.097 1.155 0.871 0.013 -0.058 -0.518
H -4.394 1.498 -0.657 0.053 -0.393 0.061
H -4.135 0.842 2.507 0.135 -0.060 -0.297
H -2.505 0.853 2.762 0.516 -0.040 -0.745
C -0.201 1.995 -2.877 -1.862 1.323 -1.261
O 0.035 1.295 -1.920 0.746 -1.557 3.015
N 0.592 2.176 -3.865 4.498 -1.102 -2.695
N -1.294 2.697 -3.062 -2.765 0.738 1.650
H 0.319 2.551 -4.762 0.019 -0.073 0.366
H 1.383 1.549 -3.855 0.113 0.051 -0.457
H -1.426 3.252 -3.896 -0.213 -0.008 0.585
H -1.835 2.806 -2.216 -0.542 0.267 -0.545
C 2.883 -1.297 -0.290 -1.752 0.631 0.470
O 1.857 -0.654 -0.085 -2.519 1.401 0.147
N 3.899 -1.141 0.468 5.466 1.471 3.939
N 3.061 -2.221 -1.149 -0.736 -2.576 -3.459
H 3.957 -0.582 1.307 -0.586 0.002 -0.453
H 4.820 -1.453 0.197 -0.288 -0.210 -0.045
H 2.260 -2.449 -1.720 0.075 -0.432 -0.586
H 3.915 -2.759 -1.182 -0.503 -0.014 -0.153
C -0.090 -1.579 2.603 -1.676 2.640 -1.952
O -0.378 -0.827 1.649 0.447 0.696 0.774
N -0.013 -1.290 3.912 -1.284 1.952 -0.814
N 0.198 -2.817 2.451 0.721 -3.525 -0.973
H 0.511 -1.950 4.469 1.499 -1.629 2.098
H -0.273 -0.346 4.156 -0.154 1.294 0.807
H 0.340 -3.428 3.243 0.486 -0.340 0.569
H 0.115 -3.196 1.518 -0.258 -0.672 -1.255
C 1.412 2.446 1.234 -1.116 2.728 0.601
O 0.517 1.822 0.770 -3.850 -3.834 -2.492
N 1.248 3.784 1.245 1.740 1.326 0.531
N 2.427 1.944 1.859 2.922 -0.129 1.066
H 0.357 4.243 1.117 0.218 -0.496 -0.147
H 1.983 4.288 1.720 -0.498 0.505 -0.089
H 2.619 0.952 1.872 -0.168 0.347 -0.277
H 3.142 2.635 2.034 0.438 -0.781 0.447
```
Forces are in eV/Å.

Output
* Kohn-Sham gap (spin up / spin down): 4.2 / 3.9 eV
* F_max: 8.99 eV/A
* net charge: +1
* 2S+1: 9

***

Computed, not measured: the ion C6H9N2 with charge +1 at a distorted geometry, with ωB97M-V with the def2-TZVPD basis set.

Geometry as XYZ:
```
17
Properties=species:S:1:pos:R:3:forces:R:3
C 3.863 -0.211 -0.540 -1.763 0.607 1.666
C 2.801 0.025 0.010 1.863 -0.430 -1.432
N 1.499 0.311 0.287 1.454 -0.576 -0.131
C 0.767 -0.644 0.895 -1.193 -0.219 1.677
C -0.610 -0.729 0.914 2.692 -1.317 0.727
N -1.356 0.131 0.162 -1.358 0.156 -1.030
C -1.013 1.360 0.040 0.864 -2.105 1.668
C -2.508 -0.339 -0.660 3.399 -1.130 -2.948
H 4.903 -0.261 -0.698 0.482 -0.172 -0.363
H 1.135 0.900 -0.430 -0.680 0.472 -0.292
H 1.386 -1.299 1.562 -0.855 0.364 -0.992
H -1.019 -1.593 1.402 -0.603 0.085 -0.063
H -1.376 1.923 -0.703 -1.770 2.126 -2.426
H -0.246 1.711 0.662 0.678 0.626 0.827
H -2.145 -0.647 -1.732 -0.129 0.226 2.117
H -3.059 -1.144 -0.300 -0.744 -1.106 1.231
H -3.022 0.505 -0.871 -2.338 2.393 -0.237
```
Forces are in eV/Å.

Output
* Kohn-Sham gap (spin up / spin down): 7.7 / 7.7 eV
* F_max: 4.64 eV/A
* net charge: +1
* SMILES string: C#CN/C=C\[N+](=C)C

***

Computed, not measured: a cluster of 2 separate species, C9H19NSi2 in total at a distorted geometry, with ωB97M-V with the def2-TZVPD basis set.

Geometry as XYZ:
```
31
Properties=species:S:1:pos:R:3:forces:R:3
C -3.652 -0.507 1.257 -0.086 1.311 1.550
C -3.941 -1.225 0.089 0.395 -0.156 -0.596
C -2.524 0.225 1.052 0.351 -0.742 -1.024
C -2.936 -0.985 -0.812 -1.537 -1.055 0.417
C 1.424 -2.489 -0.442 1.408 1.252 -0.215
C 2.798 0.539 0.251 -1.019 -0.586 -4.007
C 0.933 -0.732 2.205 -0.549 0.070 -1.399
C -0.206 3.638 0.038 -0.001 -0.736 -0.189
C -0.393 0.283 -2.705 -3.600 -1.686 1.129
N -2.079 -0.148 -0.192 2.362 1.369 -1.444
Si 1.314 -0.667 0.337 -0.028 -0.789 0.664
Si -0.493 0.313 -0.768 0.525 1.582 -0.961
H -4.069 -0.316 2.223 -1.208 -0.670 0.091
H -4.725 -1.842 -0.233 -1.232 -0.709 0.414
H -1.999 1.013 1.588 -0.225 -0.502 0.069
H -2.930 -1.468 -1.806 0.790 0.816 0.665
H 1.926 -2.345 -1.484 -1.010 -0.706 1.761
H 1.971 -3.217 0.209 -0.079 0.717 -0.707
H 0.402 -2.867 -0.494 -0.009 0.121 -0.416
H 2.736 1.261 -0.656 0.183 -1.263 1.423
H 2.933 1.103 1.081 -0.517 2.038 2.776
H 3.745 0.062 0.251 0.995 -0.950 -0.706
H -0.007 -1.116 2.500 -1.567 -0.349 -0.286
H 1.536 -1.384 2.760 1.728 -0.737 0.669
H 0.956 0.249 2.611 0.341 0.961 0.389
H 0.268 3.485 1.007 0.579 0.030 -0.593
H 0.353 3.816 -0.927 -0.938 -0.130 1.519
H -1.271 3.808 0.220 0.320 0.090 -0.910
H -1.009 1.019 -3.219 0.213 0.519 0.326
H 0.614 0.402 -2.924 1.850 -0.174 -0.919
H -0.923 -0.680 -3.077 1.566 1.064 0.509
```
Forces are in eV/Å.

Output
* Kohn-Sham gap (spin up / spin down): 8.3 / 7.0 eV
* F_max: 4.18 eV/A

***

Computed, not measured: a cluster of 2 separate species, FH3OSi in total at a distorted geometry, with ωB97M-V with the def2-TZVPD basis set.

Geometry as XYZ:
```
6
Properties=species:S:1:pos:R:3:forces:R:3
O -0.863 -1.309 -1.175 0.278 2.013 1.090
F 1.501 1.271 0.013 -1.803 -0.024 0.177
Si 0.009 0.772 0.486 4.324 -5.873 -1.685
H -0.337 -2.128 -1.152 0.226 0.662 0.426
H -0.817 1.859 0.504 -1.751 1.548 0.183
H 0.507 -0.464 1.325 -1.274 1.676 -0.191
```
Forces are in eV/Å.

Output
* Kohn-Sham gap (spin up / spin down): 7.8 / 7.7 eV
* F_max: 7.49 eV/A

***

Computed, not measured: a cluster of 2 separate species, C5H14 in total at a distorted geometry, with ωB97M-V with the def2-TZVPD basis set.

Geometry as XYZ:
```
19
Properties=species:S:1:pos:R:3:forces:R:3
C -1.068 2.719 0.553 0.582 1.562 -0.963
C -0.690 1.293 0.635 -0.402 -0.938 1.086
C -1.948 0.491 1.007 0.722 -0.794 -4.194
H -2.134 2.880 0.327 0.599 0.216 0.381
H -0.701 2.938 1.495 -0.642 2.195 2.300
H -0.409 3.339 -0.096 -0.602 -0.521 -0.007
H 0.023 1.110 1.533 -0.653 0.224 -1.956
H -0.250 1.120 -0.310 0.612 -1.571 -0.803
H -1.816 -0.484 0.536 0.154 -0.759 1.271
H -2.888 0.738 0.502 0.231 0.957 -0.008
H -2.071 0.604 2.010 -0.585 -0.583 2.884
C 1.140 -2.042 -1.495 -0.074 1.136 2.498
C 2.377 -2.123 -0.567 1.922 -0.459 -4.157
H 1.024 -0.950 -1.658 -1.316 -0.714 0.349
H 1.044 -2.490 -2.420 1.300 -0.957 -2.333
H 0.388 -2.712 -0.982 -0.071 1.791 0.049
H 2.593 -3.187 -0.565 0.863 0.006 0.581
H 2.083 -1.786 0.343 -0.864 0.753 2.899
H 3.306 -1.457 -0.849 -1.776 -1.543 0.121
```
Forces are in eV/Å.

Output
* Kohn-Sham gap: 11.8 eV
* F_max: 4.60 eV/A
* SMILES string: CCC.CC

***

Computed, not measured: a cluster of 3 separate species, C34H65N5O5S in total at a distorted geometry, with ωB97M-V with the def2-TZVPD basis set.

Geometry as XYZ:
```
110
Properties=species:S:1:pos:R:3:forces:R:3
C -0.794 -3.173 -5.475 -0.238 -0.390 0.735
C -1.647 -3.791 -4.352 0.130 0.180 0.021
C -2.637 -2.792 -3.755 0.261 -0.292 0.186
C -1.892 -1.632 -3.088 -0.546 0.031 -0.525
C -2.838 -0.628 -2.416 -0.341 -0.630 -0.071
C -3.069 -0.858 -0.922 -0.078 1.069 0.055
C -1.938 -0.333 -0.018 0.509 -1.325 -0.476
C -0.854 -1.424 0.200 -0.525 0.017 -0.034
C -0.231 -1.410 1.587 0.051 0.987 -0.060
C 0.404 -0.087 1.996 0.454 -0.471 0.556
C 1.821 0.138 1.476 -0.496 0.312 -0.936
C 1.914 0.305 -0.053 1.232 0.347 0.531
C 3.316 0.874 -0.403 -0.183 -0.585 -0.291
S 4.362 -0.440 -1.153 0.223 -0.055 -0.037
C 5.357 0.516 -2.235 -1.429 -0.314 0.469
N 6.595 0.794 -2.203 0.794 0.081 0.088
N 6.823 1.605 -3.308 1.582 0.222 0.165
C 5.721 1.762 -3.899 -1.365 -0.457 0.120
O 4.711 1.084 -3.279 -0.005 0.452 -0.625
O -1.326 -1.611 2.530 0.494 -0.809 0.087
C -1.687 -2.905 2.686 -1.894 -0.401 -0.229
N -0.667 -3.830 3.032 -0.511 0.403 0.107
O -2.849 -3.240 2.533 1.309 0.403 0.068
H 0.052 -2.651 -5.037 0.071 0.259 -0.160
H -0.400 -3.962 -6.108 0.035 0.050 -0.280
H -1.412 -2.478 -6.040 0.152 0.045 -0.292
H -2.152 -4.680 -4.730 -0.186 -0.025 0.028
H -0.993 -4.115 -3.540 0.079 -0.225 -0.033
H -3.251 -3.284 -2.996 -0.123 -0.086 -0.046
H -3.305 -2.448 -4.547 -0.081 0.223 0.050
H -1.206 -2.088 -2.378 0.287 0.193 0.073
H -1.333 -1.135 -3.878 0.316 0.133 0.135
H -3.811 -0.753 -2.897 -0.060 0.116 -0.140
H -2.552 0.401 -2.624 0.170 0.117 0.162
H -3.293 -1.904 -0.719 0.033 -0.134 0.076
H -3.963 -0.289 -0.660 -0.157 -0.098 0.044
H -2.326 -0.042 0.952 -0.081 0.264 0.007
H -1.451 0.486 -0.547 -0.178 0.445 0.321
H -1.325 -2.401 0.076 -0.012 -0.126 -0.008
H -0.126 -1.345 -0.601 0.328 -0.104 0.147
H 0.498 -2.206 1.717 0.006 -0.141 -0.022
H -0.231 0.766 1.761 -0.101 -0.002 -0.193
H 0.462 -0.127 3.085 -0.027 0.092 0.111
H 2.177 1.082 1.885 0.103 -0.025 0.303
H 2.520 -0.650 1.761 -0.072 -0.097 0.291
H 1.190 1.037 -0.399 -0.367 -0.204 -0.112
H 1.815 -0.646 -0.565 -0.399 0.007 -0.149
H 3.225 1.688 -1.113 0.179 0.110 -0.024
H 3.837 1.178 0.495 0.045 0.376 0.058
H 5.475 2.320 -4.779 0.066 0.121 -0.143
H -0.524 -3.751 4.038 0.574 0.111 -0.068
H -1.092 -4.737 2.885 0.062 -0.155 0.048
C -3.996 5.050 -7.026 0.208 0.129 -0.104
C -3.971 4.321 -5.659 -0.884 0.760 -1.429
C -4.138 5.331 -4.519 0.363 0.088 0.462
C -2.882 6.147 -4.216 -0.029 -0.030 -0.064
C -1.676 5.232 -4.027 -0.427 0.098 0.293
C -1.465 4.284 -5.207 1.335 0.717 -0.987
N -2.710 3.529 -5.531 -0.448 0.092 2.302
O -2.879 2.596 -4.649 0.108 -0.518 -0.477
C -0.976 5.087 -6.427 -0.214 0.179 -0.162
C -0.319 3.325 -4.892 -0.187 -0.489 0.240
C -5.193 3.405 -5.665 0.109 -0.523 0.309
H -3.374 4.538 -7.760 0.036 -0.006 0.044
H -5.002 5.074 -7.441 -0.066 -0.023 0.158
H -3.666 6.087 -6.960 0.080 -0.038 -0.006
H -4.429 4.801 -3.606 0.032 -0.130 -0.067
H -4.962 6.007 -4.757 -0.057 -0.105 -0.123
H -2.694 6.874 -5.010 0.024 -0.042 -0.027
H -3.043 6.730 -3.307 -0.008 0.013 -0.018
H -0.776 5.832 -3.876 0.078 -0.079 -0.122
H -1.813 4.650 -3.109 -0.041 -0.124 -0.087
H -0.887 4.445 -7.305 -0.023 -0.028 0.021
H 0.008 5.510 -6.223 0.021 -0.100 0.111
H -1.616 5.927 -6.685 -0.047 -0.065 -0.015
H -0.489 2.761 -3.976 -0.117 -0.032 -0.063
H 0.605 3.887 -4.760 -0.061 0.140 -0.065
H -0.168 2.616 -5.708 -0.042 -0.009 0.009
H -5.111 2.640 -6.439 0.030 0.008 0.004
H -6.089 3.993 -5.864 0.092 0.141 -0.063
H -5.345 2.910 -4.707 0.147 -0.070 -0.039
C 1.509 -1.217 8.538 0.157 0.190 -0.111
C 1.568 -2.717 8.150 -0.508 1.382 1.131
C 2.730 -3.403 8.875 0.462 -0.307 -0.249
C 4.106 -3.097 8.284 -0.071 0.045 0.003
C 4.115 -3.344 6.778 -0.025 -0.330 0.432
C 3.004 -2.588 6.050 0.786 1.474 -0.787
N 1.671 -2.852 6.666 0.841 -2.158 0.486
O 1.269 -4.032 6.313 -0.606 0.317 -0.426
C 3.323 -1.080 6.055 -0.051 0.167 0.278
C 3.004 -2.976 4.573 -0.356 -0.433 -0.090
C 0.263 -3.320 8.665 -0.199 -0.451 -0.382
H 1.124 -0.611 7.718 0.030 -0.033 -0.031
H 0.838 -1.055 9.380 0.017 -0.167 0.045
H 2.478 -0.817 8.835 0.011 0.007 -0.090
H 2.583 -4.488 8.848 -0.110 0.019 -0.099
H 2.715 -3.117 9.929 -0.163 0.061 -0.015
H 4.400 -2.068 8.508 -0.031 0.013 -0.042
H 4.853 -3.733 8.762 -0.002 0.019 0.012
H 5.083 -3.058 6.362 -0.073 0.098 -0.114
H 4.009 -4.418 6.594 -0.147 0.024 -0.040
H 2.509 -0.509 5.605 -0.027 -0.032 0.002
H 4.224 -0.890 5.472 -0.015 -0.134 -0.074
H 3.515 -0.674 7.044 -0.079 -0.018 0.001
H 2.893 -4.049 4.425 -0.111 0.021 0.067
H 3.947 -2.682 4.114 0.046 0.095 0.122
H 2.197 -2.472 4.036 -0.033 -0.018 0.023
H -0.601 -2.890 8.155 0.022 0.010 -0.014
H 0.163 -3.117 9.731 0.123 0.130 -0.002
H 0.230 -4.402 8.544 0.007 0.041 -0.158
```
Forces are in eV/Å.

Output
* Kohn-Sham gap (spin up / spin down): 9.1 / 9.4 eV
* F_max: 2.37 eV/A
* 2S+1: 3